{"formula": "C11H11N", "method": "ωB97M-V/def2-TZVPD", "energy_ha": -480.29934, "homo_energy_ev": -8.13, "gap_ev": 8.8, "relative_energy_kj_mol": 604.76, "max_force_ev_per_a": 8.3, "elements": ["C", "C", "C", "C", "C", "C", "C", "C", "C", "C", "C", "H", "H", "H", "H", "H", "H", "H", "H", "H", "H", "H", "N"], "coordinates": [[2.015, 0.726, 1.239], [2.843, 1.117, 0.226], [2.830, 0.108, -0.895], [2.027, -0.936, -1.041], [1.130, -1.232, -0.091], [1.305, -0.404, 1.084], [-0.759, 0.017, -0.377], [-1.273, -1.007, 0.341], [-2.690, -0.934, 0.463], [-3.410, 0.095, -0.129], [-2.644, 1.266, -0.417], [1.740, 1.343, 2.115], [3.761, 1.767, 0.458], [3.817, 0.239, -1.501], [2.106, -1.523, -1.833], [0.481, -2.012, -0.215], [0.742, -0.614, 1.961], [0.304, 0.017, -0.879], [-0.761, -1.734, 0.749], [-3.475, -1.684, 0.604], [-4.465, 0.217, -0.033], [-3.070, 2.299, -0.409], [-1.347, 1.255, -0.492]], "forces_ev_per_angstrom": [[-0.2948, 1.7349, 0.5201], [1.9253, -2.6061, -2.1468], [5.8628, 5.7377, 1.2679], [0.1809, 0.3620, 1.2439], [4.5968, 1.6488, 4.2892], [-2.0890, -3.3738, 0.0140], [2.0682, 3.3828, -1.9202], [-5.7746, 2.9120, -1.3082], [-1.8753, 0.0125, -1.9993], [2.0258, 1.9689, 0.9793], [-1.1899, 0.9250, 0.9980], [0.8715, -0.4512, -0.3184], [-1.8290, -0.5745, -1.0700], [-2.2770, -0.3701, 0.3707], [0.4147, -2.4377, -3.6263], [-0.7454, -1.7611, -0.0453], [-0.8455, -0.5254, 0.3695], [-3.6715, 0.7963, 0.9616], [1.7696, -3.4970, 1.8427], [1.3143, -0.8239, 1.2184], [-0.6153, -0.4148, -0.2096], [-0.0950, -1.0398, -0.3452], [0.2723, -1.6053, -1.0861]], "nbo_charge": [-0.228, -0.216, -0.179, -0.284, -0.183, -0.203, 0.050, -0.303, -0.169, -0.293, 0.062, 0.221, 0.229, 0.212, 0.211, 0.221, 0.202, 0.243, 0.203, 0.229, 0.215, 0.189, -0.429]}

=====

{"formula": "C20H33BrNO19P2", "method": "ωB97M-V/def2-TZVPD", "energy_ha": -5522.72678, "homo_energy_ev": -12.46, "gap_ev": 7.6, "relative_energy_kj_mol": 60.93, "max_force_ev_per_a": 2.5, "charge": 1, "elements": ["O", "N", "O", "P", "O", "P", "O", "Br", "H", "H", "H", "C", "C", "C", "O", "C", "O", "O", "H", "H", "H", "H", "H", "H", "C", "C", "C", "O", "C", "O", "O", "H", "H", "H", "H", "H", "H", "C", "C", "C", "O", "C", "O", "O", "H", "H", "H", "H", "H", "H", "C", "C", "C", "O", "C", "O", "O", "H", "H", "H", "H", "H", "H", "C", "C", "C", "O", "C", "O", "O", "H", "H", "H", "H", "H", "H"], "coordinates": [[0.224, -0.508, 1.026], [1.278, -0.134, 1.192], [2.282, -1.269, 1.167], [2.580, -1.842, -0.275], [4.070, -2.317, -0.231], [2.333, -0.298, -1.890], [3.179, -0.962, -3.121], [0.245, -0.516, -2.524], [1.783, -2.990, -0.452], [4.277, -2.953, -0.937], [3.975, -1.421, -2.818], [-3.126, 0.652, 1.264], [-2.984, 1.602, 0.105], [-4.284, 2.209, -0.366], [-3.993, 2.486, -1.752], [-3.058, 1.605, -2.152], [-2.719, 1.431, -3.277], [-2.544, 0.928, -1.096], [-3.422, 1.191, 2.162], [-3.875, -0.112, 1.052], [-2.189, 0.133, 1.456], [-2.246, 2.375, 0.337], [-4.548, 3.120, 0.161], [-5.122, 1.512, -0.320], [-0.873, -2.561, -8.318], [-0.930, -3.285, -6.998], [-1.224, -2.410, -5.802], [-0.592, -3.146, -4.738], [0.424, -3.854, -5.287], [1.256, -4.421, -4.656], [0.361, -3.821, -6.634], [-1.861, -2.199, -8.600], [-0.187, -1.715, -8.268], [-0.507, -3.224, -9.099], [-1.632, -4.121, -7.057], [-2.286, -2.289, -5.608], [-0.756, -1.426, -5.870], [-6.163, -2.728, 4.959], [-5.573, -1.353, 4.775], [-6.015, -0.326, 5.790], [-5.881, 0.898, 5.051], [-6.035, 0.598, 3.741], [-6.160, 1.400, 2.877], [-6.029, -0.744, 3.550], [-5.778, -3.194, 5.865], [-7.250, -2.678, 5.023], [-5.922, -3.363, 4.108], [-4.481, -1.416, 4.728], [-5.393, -0.308, 6.681], [-7.061, -0.440, 6.082], [2.816, -1.181, 4.381], [3.902, -0.292, 4.933], [4.723, -0.900, 6.048], [5.148, 0.262, 6.768], [4.217, 1.231, 6.568], [4.167, 2.252, 7.156], [3.345, 0.856, 5.588], [3.242, -2.029, 3.845], [2.175, -1.557, 5.180], [2.178, -0.618, 3.702], [4.544, 0.065, 4.122], [5.579, -1.466, 5.691], [4.130, -1.527, 6.719], [5.552, 3.904, -3.712], [4.121, 3.954, -3.243], [3.783, 5.116, -2.340], [2.689, 4.583, -1.570], [2.840, 3.249, -1.523], [2.210, 2.522, -0.822], [3.805, 2.836, -2.378], [5.761, 4.727, -4.394], [6.240, 3.962, -2.868], [5.752, 2.965, -4.226], [3.443, 3.911, -4.099], [3.476, 6.005, -2.881], [4.593, 5.372, -1.654]], "forces_ev_per_angstrom": [[0.2109, -0.0259, -0.0039], [-1.5323, 1.9650, 0.4552], [1.3594, -1.5226, -1.0160], [-1.4568, -0.9337, 0.0062], [0.5811, -0.0979, -0.2409], [0.3480, 1.6318, -0.3912], [-0.2808, -0.6766, 0.5614], [0.2792, -0.3660, 0.2638], [0.1396, -0.1098, 0.1076], [0.2305, -0.1759, 0.2620], [0.1561, 0.1715, -0.3870], [0.0709, -0.4267, -0.1348], [-0.1619, -0.1685, 0.3169], [-0.0078, 0.2405, -0.0482], [0.0025, -0.1049, 0.1518], [-0.0890, 0.0242, 0.0147], [0.1524, -0.1019, -0.2706], [0.0228, 0.1148, 0.2212], [-0.0288, 0.0615, -0.0247], [-0.0992, 0.0779, 0.0048], [0.0564, 0.1121, 0.0609], [-0.0224, 0.0565, -0.0901], [0.0061, 0.1130, -0.1657], [0.0557, -0.0728, 0.0682], [0.3749, -0.0300, -0.0730], [-0.0366, 0.3056, -0.3903], [-0.1816, -0.0863, 0.1454], [-0.0420, 0.1322, -0.1057], [-0.0932, 0.0649, -0.1568], [0.2877, -0.0720, 0.2529], [-0.1673, -0.0390, 0.1794], [-0.0380, -0.0258, 0.0338], [-0.0354, 0.0410, 0.0648], [-0.1058, -0.0577, -0.0218], [0.0210, -0.0303, 0.1086], [0.0118, -0.0951, 0.1776], [0.0327, -0.0188, -0.1110], [-0.2053, -0.0155, -0.2951], [-0.2349, -0.4079, 0.1421], [0.1503, 0.1201, 0.1102], [-0.0226, -0.1368, 0.0144], [-0.0879, -0.1651, 0.1613], [0.0780, 0.2436, -0.3333], [0.1914, 0.1206, 0.1140], [0.0388, 0.0297, 0.0186], [-0.0092, 0.0553, 0.0610], [0.1042, -0.0298, 0.0353], [0.0087, 0.1015, 0.0059], [0.0670, 0.1946, -0.0387], [-0.0138, -0.1058, -0.0578], [-0.2679, 0.0987, 0.1695], [-0.2732, -0.2684, -0.1080], [0.2314, 0.0179, 0.0124], [-0.1404, -0.0930, -0.1201], [0.0223, -0.1938, -0.0713], [-0.0350, 0.3431, 0.1845], [0.1955, -0.0616, -0.0201], [0.0490, 0.0224, -0.0082], [0.0670, -0.0236, 0.0683], [0.0663, 0.0383, -0.0518], [0.0737, 0.0061, 0.0559], [0.1289, 0.1262, 0.0858], [-0.1007, -0.0094, -0.0841], [0.1170, -0.3307, 0.2260], [0.4637, 0.1071, -0.1650], [-0.1542, 0.1251, -0.0610], [0.1356, 0.0276, -0.0361], [0.0973, 0.1800, -0.0839], [-0.2189, -0.1265, 0.2905], [-0.1820, 0.0783, -0.0456], [-0.0487, 0.0230, -0.0201], [-0.0254, 0.0812, 0.0320], [-0.0469, 0.0417, -0.1203], [-0.0963, -0.0044, 0.0691], [-0.2105, -0.0095, 0.0777], [0.0667, -0.0744, -0.0390]], "lowdin_charge": [0.147, 0.070, -0.301, 0.630, -0.165, 0.443, -0.370, 0.469, 0.061, 0.110, 0.051, -0.017, -0.316, -0.071, 0.079, -0.585, 0.138, 0.033, 0.091, 0.097, 0.056, 0.162, 0.146, 0.144, -0.018, -0.321, -0.094, 0.018, -0.579, 0.149, 0.093, 0.095, 0.091, 0.091, 0.161, 0.143, 0.133, -0.021, -0.332, -0.086, 0.070, -0.576, 0.156, 0.078, 0.093, 0.093, 0.088, 0.156, 0.141, 0.142, -0.028, -0.334, -0.094, 0.068, -0.557, 0.189, 0.081, 0.087, 0.095, 0.055, 0.159, 0.139, 0.141, -0.018, -0.320, -0.075, 0.083, -0.589, 0.075, 0.056, 0.096, 0.092, 0.088, 0.161, 0.144, 0.143]}

=====

{"formula": "C5H8N2", "method": "ωB97M-V/def2-TZVPD", "energy_ha": -304.65369, "homo_energy_ev": -8.44, "gap_ev": 8.2, "relative_energy_kj_mol": 477.33, "max_force_ev_per_a": 1.1, "elements": ["C", "C", "C", "N", "C", "C", "N", "H", "H", "H", "H", "H", "H", "H", "H"], "coordinates": [[-1.039, -0.244, -1.496], [-0.388, -0.965, -0.377], [1.092, -0.640, -0.209], [1.134, -0.377, 1.232], [-0.148, 0.254, 1.466], [-0.321, 1.608, 0.951], [-0.442, 2.650, 0.456], [-0.760, 0.819, -1.595], [-0.634, -0.751, -2.389], [-2.126, -0.354, -1.518], [-0.842, -0.608, 0.861], [1.418, 0.238, -0.801], [1.715, -1.496, -0.497], [1.921, 0.196, 1.521], [-0.519, 0.161, 2.491]], "forces_ev_per_angstrom": [[-0.0888, 0.0241, 0.1103], [0.1135, 0.1434, -0.1558], [0.0595, -0.0534, -0.1429], [0.1290, 0.1181, 0.0306], [-0.0373, 0.0524, 0.0811], [-0.0962, 0.8407, -0.4828], [0.1209, -0.9807, 0.4831], [0.0079, -0.1376, 0.0139], [-0.0158, 0.0366, 0.0963], [0.1439, -0.0053, -0.0070], [-0.0668, 0.0088, 0.0340], [-0.0866, -0.0933, 0.0814], [-0.1105, 0.1160, 0.0417], [-0.0845, -0.0894, -0.0132], [0.0119, 0.0197, -0.1708]], "nbo_charge": [-0.742, 0.038, -0.334, -0.583, -0.273, 0.236, -0.322, 0.226, 0.265, 0.227, 0.266, 0.154, 0.219, 0.373, 0.251]}

=====

{"formula": "C2H8N2S2", "method": "ωB97M-V/def2-TZVPD", "energy_ha": -986.12856, "homo_energy_ev": -17.20, "gap_ev": 8.1, "relative_energy_kj_mol": 189.92, "max_force_ev_per_a": 7.2, "charge": 2, "elements": ["C", "C", "N", "N", "S", "S", "H", "H", "H", "H", "H", "H", "H", "H"], "coordinates": [[-0.144, 0.487, 0.596], [0.291, -0.472, -0.480], [0.519, 0.472, 1.882], [-0.701, -0.416, -1.607], [-1.622, 1.440, 0.275], [1.937, -0.941, -0.839], [0.859, -0.402, 2.082], [1.310, 1.096, 2.014], [-0.191, 0.695, 2.588], [-0.534, 0.195, -2.382], [-1.708, -0.510, -1.229], [-0.371, -1.215, -2.133], [-2.017, 1.773, 1.519], [2.417, -0.542, 0.301]], "forces_ev_per_angstrom": [[-0.0740, -3.2886, -4.5625], [-1.7172, 5.7946, 3.9481], [-1.3727, 2.5509, -0.2164], [0.7316, -2.5010, 1.2076], [0.9880, -0.0466, 0.3971], [-0.8160, -0.9884, -1.2660], [0.9905, -3.2962, 0.7745], [0.2342, 0.8131, -0.1733], [0.2502, 0.0271, 0.3735], [-0.3180, 2.2283, -0.1704], [1.5667, 0.2179, -1.1122], [-1.0085, -1.6242, -0.2590], [0.0704, -0.3014, 0.0838], [0.4747, 0.4146, 0.9752]], "nbo_charge": [-0.076, -0.075, -0.682, -0.729, 0.154, 0.258, 0.452, 0.468, 0.472, 0.470, 0.501, 0.463, 0.190, 0.134]}

=====

{"formula": "C10H10N3O", "method": "ωB97M-V/def2-TZVPD", "energy_ha": -625.97011, "homo_energy_ev": -11.63, "gap_ev": 6.5, "relative_energy_kj_mol": 829.87, "max_force_ev_per_a": 4.3, "charge": 1, "elements": ["C", "C", "C", "C", "C", "C", "C", "C", "C", "C", "N", "N", "N", "O", "H", "H", "H", "H", "H", "H", "H", "H", "H", "H"], "coordinates": [[-0.032, -1.764, 0.332], [1.405, -1.858, 0.326], [0.944, 2.122, 1.345], [1.056, 2.562, 0.103], [-2.630, 1.344, -0.505], [-0.758, -0.659, 0.106], [2.454, -1.262, -0.149], [-2.359, -1.115, 0.043], [-3.377, 0.067, -0.166], [3.616, -0.690, -0.683], [-1.371, 1.601, -0.315], [-0.518, 0.649, 0.047], [0.777, 1.089, 0.244], [-2.723, -2.251, 0.201], [-0.464, -2.730, 0.326], [1.703, -2.770, 0.852], [0.669, 2.063, 2.361], [1.086, 3.220, -0.716], [-3.167, 2.220, -0.982], [-3.770, 0.229, 0.860], [-4.219, -0.162, -0.857], [3.323, -0.409, -1.750], [4.271, -1.416, -1.019], [4.084, -0.081, -0.004]], "forces_ev_per_angstrom": [[1.5758, 1.1386, -0.6040], [1.3604, 0.2161, -0.1835], [-0.2122, 0.2182, -4.1770], [-1.1380, -2.3813, 3.4385], [0.5066, 1.2860, -0.6209], [-3.6106, -1.9963, 0.2906], [-2.0322, -0.5214, 0.6962], [-0.3253, 0.8931, -0.3183], [1.4783, -0.1659, 0.3736], [-2.4467, -0.3071, -1.7685], [-2.9583, 0.4129, -1.2218], [-0.2021, -0.0320, 0.4092], [2.9848, 0.1381, 0.6074], [0.9560, 1.2353, -0.2246], [-0.9385, -0.4515, 0.2976], [0.6526, -0.2858, -0.1491], [0.2354, 0.3771, 0.9039], [0.1668, 0.8059, -0.5226], [0.4395, -1.1879, 0.8899], [-0.1689, -0.1449, -0.4751], [0.7269, 0.0113, 0.5349], [0.2043, 0.7571, 1.2679], [1.5931, -2.2148, -0.3686], [1.1524, 2.1992, 0.9244]], "nbo_charge": [-0.347, -0.301, -0.029, 0.003, 0.089, 0.163, 0.531, 0.603, -0.594, -0.771, -0.254, -0.122, -0.323, -0.475, 0.271, 0.331, 0.255, 0.256, 0.224, 0.280, 0.282, 0.340, 0.318, 0.271]}

=====

{"formula": "C4H10O3", "method": "ωB97M-V/def2-TZVPD", "energy_ha": -383.99155, "homo_energy_ev": 0.81, "gap_ev": 6.1, "relative_energy_kj_mol": 105.36, "max_force_ev_per_a": 2.9, "charge": -2, "elements": ["C", "C", "C", "O", "C", "O", "H", "H", "H", "H", "H", "H", "H", "H", "H", "H", "O"], "coordinates": [[-0.216, -0.041, -0.132], [0.215, 1.360, 0.231], [-0.307, 1.827, 1.633], [-0.446, 3.154, 1.812], [0.776, -1.183, 0.160], [0.507, -2.343, -0.589], [-0.391, -0.060, -1.237], [-1.255, -0.293, 0.082], [1.308, 1.397, 0.224], [0.022, 2.220, -0.439], [-1.274, 1.256, 1.968], [0.372, 1.419, 2.452], [1.828, -0.800, 0.183], [0.524, -1.582, 1.168], [0.123, -2.163, -2.003], [-1.347, -2.009, -2.589], [-0.438, -2.159, -2.924]], "forces_ev_per_angstrom": [[-0.0184, 0.1496, -2.9207], [-0.1555, 0.7717, 1.3802], [-0.2685, -0.0089, 1.6647], [-0.0038, 0.5120, -0.3891], [-1.7125, -1.7156, 0.7958], [0.8150, 0.7248, -0.8539], [0.8390, -0.0420, 0.1825], [0.0303, -0.0313, 1.2252], [0.2827, -0.1997, 0.3690], [-0.8233, -0.6680, -0.1135], [0.5683, 0.2065, -1.1130], [0.2789, -0.2802, -0.5281], [-0.3588, -0.1301, -0.3393], [0.6283, 0.9050, 0.4825], [-0.5063, -0.2136, 0.2406], [0.9561, -0.1316, -0.2326], [-0.5514, 0.1512, 0.1496]], "nbo_charge": [-0.447, -0.453, 0.006, -0.996, -0.037, -0.965, 0.190, 0.184, 0.168, 0.189, 0.040, 0.051, 0.097, 0.115, 0.506, 0.435, -1.081]}

=====

{"formula": "C4H7FN2S", "method": "ωB97M-V/def2-TZVPD", "energy_ha": -764.10580, "homo_energy_ev": -8.87, "gap_ev": 9.5, "relative_energy_kj_mol": 208.39, "max_force_ev_per_a": 1.0, "elements": ["C", "C", "C", "C", "H", "H", "H", "H", "H", "H", "H", "N", "N", "F", "S"], "coordinates": [[0.349, 0.218, 0.069], [1.683, -0.271, -0.455], [-0.821, 0.119, -0.848], [-2.023, -0.625, -0.361], [2.359, 0.272, 1.949], [2.369, 0.555, -0.575], [1.535, -0.758, -1.427], [-0.588, 0.080, -1.890], [-2.640, -1.146, -1.082], [-1.977, -1.030, 0.662], [-1.917, 1.249, 0.415], [0.160, 0.751, 1.218], [-2.049, 0.816, -0.505], [2.236, -1.210, 0.411], [1.325, 0.980, 2.418]], "forces_ev_per_angstrom": [[0.0794, 0.4917, 0.7538], [-0.7719, -0.5305, -0.2434], [-0.1263, -0.1481, 0.6962], [-0.0819, -0.2150, 0.3952], [0.1788, -0.0655, -0.0150], [0.3583, 0.3205, 0.0919], [0.1270, 0.0698, 0.2099], [0.1120, 0.0167, -0.5454], [0.0464, -0.1644, 0.1085], [0.0254, 0.0930, -0.6011], [0.0099, -0.0969, -0.3001], [0.2088, -0.2995, -0.5243], [0.0694, 0.4458, 0.2626], [0.0900, 0.0217, -0.1058], [-0.3255, 0.0607, -0.1830]], "nbo_charge": [0.213, -0.011, -0.148, -0.233, 0.098, 0.188, 0.183, 0.206, 0.201, 0.205, 0.375, -0.582, -0.563, -0.359, 0.227]}

=====

no.,lowest unoccupied orbital energy (eV)
1,0.650
2,-4.836
3,-0.232
4,-9.079
5,-5.143
6,6.901
7,0.603